Formula: C39H29AsBBeF7N2
Source: the Open Molecules 2025 dataset
Level of theory: the ωB97M-V functional and the def2-TZVPD basis

Results
HOMO level, eV: -0.1416
Charge: -2
LUMO level, eV: 4.37
Multiplicity: 1
Orbital gap, eV: 4.51

```
80
Properties=species:S:1:pos:R:3:lowdin_charge:R:1
Be -0.720 -1.456 1.568 0.0647
N -6.555 -0.862 0.745 0.1099
C -5.219 -1.186 0.941 -0.3376
C -4.342 -1.291 -0.141 -0.0032
C -3.019 -1.571 0.095 -0.0955
N -2.523 -1.769 1.322 0.0305
C -3.373 -1.753 2.348 -0.0877
C -4.718 -1.476 2.207 -0.0315
H -6.709 -0.252 -0.043 0.0891
H -7.008 -0.510 1.573 0.0810
H -4.687 -1.084 -1.146 0.1160
H -2.294 -1.593 -0.708 0.1262
H -2.938 -1.928 3.324 0.1252
H -5.362 -1.434 3.078 0.1065
C 7.441 -1.407 1.852 -0.1235
C 6.562 -2.461 2.066 -0.1093
C 5.201 -2.281 1.874 -0.1230
C 4.686 -1.054 1.453 -0.3466
C 5.574 0.002 1.270 -0.0962
C 6.939 -0.172 1.466 -0.1068
As 2.719 -0.968 1.133 1.4238
C 2.771 0.730 0.178 -0.3536
C 2.700 1.993 0.746 -0.1012
C 2.808 3.121 -0.056 -0.0922
C 2.970 2.981 -1.429 -0.0971
C 3.025 1.721 -2.005 -0.0511
C 2.925 0.588 -1.204 -0.1983
C 2.996 -0.808 -1.667 -0.1832
C 3.103 -1.217 -2.993 -0.0348
C 3.192 -2.566 -3.296 -0.1019
C 3.188 -3.513 -2.278 -0.0980
C 3.076 -3.110 -0.955 -0.1028
C 2.966 -1.765 -0.645 -0.2960
H 8.507 -1.545 1.990 0.0864
H 6.944 -3.423 2.388 0.0916
H 4.513 -3.100 2.057 0.0981
H 5.200 0.972 0.967 0.0895
H 7.615 0.661 1.312 0.0912
H 2.548 2.088 1.815 0.1101
H 2.760 4.108 0.386 0.0935
H 3.032 3.862 -2.058 0.0944
H 3.129 1.629 -3.079 0.0964
H 3.100 -0.483 -3.790 0.0986
H 3.252 -2.885 -4.331 0.0898
H 3.243 -4.568 -2.520 0.0921
H 3.047 -3.851 -0.166 0.0950
F 1.120 -3.590 1.506 -0.0519
C -0.108 -3.137 1.035 -0.4719
F -0.961 -4.164 1.425 -0.0126
F -0.011 -3.330 -0.331 -0.0051
C -0.610 0.013 0.676 -0.0031
C -1.265 0.815 0.014 -0.1675
C -2.186 1.629 -0.705 -0.2116
C -3.360 2.093 -0.015 -0.1810
C -3.691 1.594 1.275 -0.0541
C -4.818 2.007 1.958 -0.1370
C -5.686 2.959 1.421 -0.1680
C -5.356 3.510 0.184 -0.1473
C -4.233 3.101 -0.512 -0.0725
C -1.916 1.880 -2.104 -0.1867
C -0.588 1.868 -2.588 -0.0360
C -0.289 2.139 -3.909 -0.1216
C -1.295 2.417 -4.835 -0.1567
C -2.616 2.365 -4.400 -0.1386
C -2.922 2.091 -3.077 -0.0771
H -3.021 0.874 1.726 0.0923
H -5.029 1.578 2.933 0.0906
H -6.568 3.285 1.960 0.0657
H -5.985 4.288 -0.238 0.0805
H -3.995 3.588 -1.448 0.0849
H 0.203 1.651 -1.882 0.0874
H 0.748 2.146 -4.229 0.0798
H -1.056 2.644 -5.867 0.0711
H -3.419 2.532 -5.112 0.0820
H -3.961 1.998 -2.786 0.0903
F -0.555 -1.411 3.209 0.0976
B 0.151 -1.182 4.492 -1.1953
F -0.197 -2.243 5.325 0.1161
F -0.305 0.025 5.006 0.1249
F 1.516 -1.152 4.246 0.1037
```


Formula: C39H29InN6O8S2
Source: the Open Molecules 2025 dataset
Level of theory: the ωB97M-V functional and the def2-TZVPD basis

Results
HOMO level, eV: -2.8464
Charge: -2
LUMO level, eV: 4.18
Multiplicity: 1
Orbital gap, eV: 7.03

```
85
Properties=species:S:1:pos:R:3:lowdin_charge:R:1
In 1.653 0.620 0.495 0.7452
O 5.319 2.452 -0.985 0.0140
C 4.155 2.458 -0.589 -0.6083
O 3.632 1.633 0.196 -0.0870
C 3.295 3.638 -1.081 -0.1530
C 3.998 4.769 -1.567 0.0015
C 3.302 5.856 -1.999 -0.0235
C 1.891 5.826 -1.943 -0.1649
C 1.087 6.911 -2.339 -0.0666
C -0.275 6.835 -2.242 -0.1129
C -0.884 5.671 -1.748 -0.0848
C -0.134 4.594 -1.362 -0.0130
C 1.274 4.642 -1.449 -0.2075
N 1.992 3.574 -1.044 0.1596
H 5.076 4.721 -1.578 0.1069
H 3.803 6.743 -2.376 0.1043
H 1.570 7.806 -2.712 0.0985
H -0.887 7.677 -2.541 0.0881
H -1.962 5.637 -1.670 0.0965
H -0.586 3.697 -0.976 0.0900
S 0.704 3.231 1.876 0.7102
C 0.128 2.476 3.223 -0.8443
N -1.230 2.513 3.500 0.0667
C -1.739 1.899 4.572 -0.0858
C -0.918 1.276 5.469 -0.0482
C 0.457 1.253 5.131 -0.1332
N 0.944 1.841 4.087 0.0362
H -1.881 2.730 2.727 0.1017
H -2.816 1.924 4.671 0.1247
H -1.298 0.786 6.350 0.0870
H 1.167 0.706 5.738 0.1113
S 2.491 -0.404 2.689 0.6496
C 3.435 0.738 3.421 -0.8811
N 4.116 1.410 4.067 0.0437
C 1.304 0.596 -3.666 -0.0497
O 1.638 0.692 -2.282 -0.1135
C 0.698 1.119 -1.477 -0.5638
O -0.388 1.496 -1.802 0.0295
H 2.160 0.150 -4.167 0.0843
H 1.105 1.590 -4.070 0.0882
H 0.419 -0.032 -3.787 0.0945
O 1.848 -2.906 0.902 -0.0172
C 2.291 -2.481 -0.158 -0.6283
O 2.442 -1.283 -0.520 -0.0976
C 2.731 -3.510 -1.218 -0.1005
C 2.479 -4.867 -1.047 -0.0338
C 2.853 -5.781 -2.018 -0.1128
C 3.487 -5.351 -3.173 -0.1292
C 3.755 -4.003 -3.344 -0.1037
C 3.378 -3.091 -2.374 -0.0229
H 1.985 -5.197 -0.144 0.1078
H 2.653 -6.837 -1.878 0.0875
H 3.774 -6.066 -3.936 0.0849
H 4.262 -3.666 -4.240 0.0904
H 3.581 -2.037 -2.492 0.1139
O -3.263 1.809 2.029 -0.0234
C -2.746 0.794 1.558 -0.5640
N -3.415 -0.413 1.559 0.1372
C -2.702 -1.396 0.785 -0.2777
C -1.411 -0.535 0.450 -0.4662
O -0.509 -0.982 -0.227 0.0387
N -1.521 0.659 1.016 0.2032
C -3.436 -1.788 -0.461 -0.1356
C -3.260 -3.041 -1.043 -0.0204
C -4.010 -3.419 -2.142 -0.0883
C -4.937 -2.549 -2.695 -0.1147
C -5.077 -1.280 -2.158 -0.0959
C -4.332 -0.903 -1.057 -0.0155
C -2.336 -2.567 1.675 -0.1397
C -1.077 -2.685 2.248 0.0066
C -0.799 -3.740 3.101 -0.0601
C -1.777 -4.673 3.398 -0.1097
C -3.045 -4.546 2.852 -0.1058
C -3.322 -3.496 1.999 -0.0556
H -4.404 -0.478 1.727 0.1435
H -2.533 -3.718 -0.621 0.1243
H -3.881 -4.408 -2.560 0.0955
H -5.546 -2.854 -3.536 0.0888
H -5.780 -0.579 -2.590 0.0945
H -4.439 0.096 -0.659 0.1176
H -0.288 -1.989 2.008 0.0921
H 0.194 -3.819 3.517 0.1081
H -1.553 -5.507 4.049 0.0885
H -3.818 -5.267 3.094 0.0897
H -4.310 -3.402 1.564 0.1141
```


Formula: C39H30Br2Cl2N6O8Pb
Source: the Open Molecules 2025 dataset
Level of theory: the ωB97M-V functional and the def2-TZVPD basis

Results
HOMO level, eV: -0.7029
Charge: -2
LUMO level, eV: 3.60
Multiplicity: 1
Orbital gap, eV: 4.30

```
88
Properties=species:S:1:pos:R:3:lowdin_charge:R:1
Pb -0.145 -0.413 0.783 1.4987
O -0.208 2.963 3.628 0.0396
C -1.139 3.862 3.290 -0.2808
C -1.506 4.833 4.228 -0.0295
C -2.462 5.784 3.925 -0.1208
C -3.079 5.791 2.679 -0.1251
C -2.715 4.829 1.748 -0.0568
C -1.757 3.863 2.026 -0.1006
C -1.395 2.835 0.958 -0.4385
O -0.557 1.851 1.384 -0.3690
N -0.777 3.625 -0.169 0.0075
N -0.232 2.728 -1.085 0.0136
C 1.035 2.706 -1.169 -0.2211
C 1.850 1.841 -2.022 -0.6144
Br 3.300 1.120 -0.984 0.7095
C 1.809 1.507 -3.305 -0.1134
C 0.824 1.895 -4.321 -0.2018
C -0.546 1.757 -4.123 -0.0515
C -1.440 2.090 -5.128 -0.0913
C -0.975 2.569 -6.344 -0.0992
C 0.393 2.683 -6.560 -0.0976
C 1.285 2.333 -5.564 -0.0395
H -0.154 2.342 2.822 0.0665
H -1.019 4.809 5.195 0.1072
H -2.730 6.527 4.668 0.0887
H -3.831 6.531 2.437 0.0835
H -3.179 4.818 0.767 0.1073
H -2.334 2.431 0.557 0.1208
H -0.023 4.162 0.270 0.1069
H 1.617 3.342 -0.494 0.1063
H 2.609 0.880 -3.687 0.0872
H -0.881 1.293 -3.209 0.0786
H -2.501 1.932 -4.975 0.0950
H -1.674 2.817 -7.134 0.0919
H 0.765 3.012 -7.523 0.0931
H 2.352 2.372 -5.749 0.1129
O -6.780 0.696 -1.261 0.0696
C -5.907 -0.372 -1.305 -0.4661
O -6.346 -1.469 -1.457 0.1371
C -4.490 0.044 -1.216 -0.0635
C -3.999 1.196 -1.810 -0.0319
N -2.689 1.242 -1.551 0.0077
N -2.295 0.210 -0.808 0.0490
C -3.357 -0.545 -0.590 -0.1149
C -3.168 -1.776 0.283 -0.5987
O -4.071 -2.590 0.371 0.0573
O -2.023 -1.824 0.863 -0.2188
H -6.308 1.466 -0.923 0.0894
H -4.475 1.941 -2.427 0.1308
H -1.962 1.922 -1.786 0.1023
Cl -0.652 -6.679 1.051 0.6509
C 0.487 -5.403 0.751 -0.6428
C 1.788 -5.707 0.396 -0.1051
C 2.662 -4.658 0.164 -0.0605
C 2.194 -3.362 0.306 -0.1391
N 0.942 -3.085 0.649 0.0247
C 0.086 -4.080 0.862 -0.1346
H 2.099 -6.738 0.297 0.1003
H 3.687 -4.841 -0.129 0.1003
H 2.842 -2.510 0.131 0.1094
H -0.935 -3.801 1.106 0.1016
Br -1.466 -1.721 8.370 0.6916
C -0.053 -1.196 7.213 -0.6669
C 1.186 -0.902 7.755 -0.2176
N 2.220 -0.526 7.008 0.0593
C 2.031 -0.441 5.692 -0.0766
C 0.821 -0.718 5.068 -0.0963
C -0.256 -1.104 5.850 -0.0409
C 0.677 -0.592 3.565 -0.6684
O 1.696 -0.389 2.888 -0.0674
O -0.505 -0.707 3.119 -0.1418
H 1.346 -0.971 8.826 0.0903
H 2.871 -0.135 5.082 0.1168
H -1.210 -1.310 5.383 0.1210
Cl -1.701 -1.477 -4.851 0.6204
C 0.021 -1.387 -5.201 -0.6237
C 0.398 -1.202 -6.508 -0.1807
C 1.746 -1.130 -6.871 -0.1775
C 2.688 -1.273 -5.845 -0.1664
C 2.317 -1.460 -4.536 -0.1177
C 0.938 -1.506 -4.095 -0.4027
C 0.574 -1.617 -2.773 -0.0797
H -0.380 -1.107 -7.256 0.0847
H 2.040 -0.979 -7.902 0.0606
H 3.749 -1.244 -6.083 0.0812
H 3.084 -1.580 -3.775 0.0921
H -0.464 -1.670 -2.479 -0.0104
H 1.336 -1.685 -2.004 -0.0016
```


Formula: C39H30CoF5N2O4SSb
Source: the Open Molecules 2025 dataset
Level of theory: the ωB97M-V functional and the def2-TZVPD basis

Results
HOMO level (spin up / spin down), eV: -10.8580 / -11.1760
Charge: +1
LUMO level (spin up / spin down), eV: -2.33 / -4.89
Multiplicity: 5
<S²>: 6.013
Orbital gap (spin up / spin down), eV: 8.52 / 6.28

```
83
Properties=species:S:1:pos:R:3:lowdin_spin:R:1
Co -0.684 -0.166 1.343 2.7296
F 3.408 -1.561 -1.939 -0.0006
C 2.971 -1.191 -0.724 0.0018
C 1.609 -1.098 -0.492 0.0270
C 1.150 -0.702 0.761 0.0627
C 2.088 -0.389 1.763 0.0193
C 3.439 -0.509 1.479 0.0012
F 4.362 -0.202 2.414 0.0002
C 3.910 -0.908 0.245 0.0128
C 1.567 0.132 3.057 0.0117
C 2.241 0.058 4.273 0.0020
C 1.636 0.548 5.415 0.0044
C 0.369 1.109 5.341 0.0027
C -0.250 1.138 4.112 0.0108
N 0.332 0.673 2.997 0.0611
H 0.932 -1.342 -1.304 0.0027
H 4.970 -0.979 0.046 0.0007
H 3.222 -0.390 4.315 0.0003
H 2.148 0.482 6.367 0.0002
H -0.135 1.497 6.215 0.0003
H -1.242 1.555 3.995 0.0009
C -3.023 -6.456 -0.983 0.0001
C -3.094 -5.239 -0.100 0.0003
C -2.021 -4.358 -0.011 0.0005
C -2.087 -3.228 0.789 0.0053
C -3.248 -2.975 1.506 0.0004
C -4.333 -3.850 1.443 0.0003
C -4.246 -4.969 0.641 0.0000
S -3.428 -1.587 2.552 0.0054
O -2.140 -0.884 2.591 0.0347
O -3.982 -1.969 3.810 0.0035
N -4.518 -0.616 1.859 0.0009
C -4.546 -0.247 0.436 0.0015
C -4.140 1.201 0.179 0.0096
C -2.651 1.397 0.011 0.0276
O -2.187 2.552 -0.070 0.1562
O -1.921 0.351 -0.062 0.0761
H -1.993 -6.717 -1.219 0.0000
H -3.545 -6.272 -1.924 0.0000
H -3.498 -7.314 -0.508 0.0000
H -1.112 -4.565 -0.562 0.0000
H -1.224 -2.580 0.861 0.0050
H -5.222 -3.659 2.032 0.0000
H -5.082 -5.657 0.595 0.0000
H -5.384 -0.608 2.377 0.0001
H -5.553 -0.429 0.068 0.0003
H -3.882 -0.917 -0.110 -0.0001
H -4.450 1.840 1.007 0.0007
H -4.629 1.599 -0.713 -0.0001
F -1.036 8.868 0.509 0.0043
C -0.770 7.559 0.422 0.0122
C 0.020 6.978 1.394 -0.0017
C 0.297 5.623 1.293 0.0136
C -0.213 4.877 0.232 0.0374
C -1.022 5.489 -0.724 0.0140
C -1.299 6.845 -0.636 0.0003
Sb 0.214 2.827 0.056 0.3894
C 2.270 2.774 0.655 0.1438
C 3.263 2.498 -0.278 0.0289
C 4.597 2.510 0.112 0.0061
C 4.899 2.773 1.432 0.0066
F 6.183 2.771 1.811 0.0024
C 3.929 3.022 2.386 0.0023
C 2.601 3.012 1.990 0.0149
C 0.338 2.567 -2.024 0.0301
C 1.017 3.524 -2.777 0.0082
C 1.147 3.369 -4.149 0.0024
C 0.590 2.252 -4.741 -0.0009
F 0.714 2.099 -6.065 -0.0003
C -0.091 1.289 -4.022 -0.0001
C -0.215 1.451 -2.650 -0.0002
H 0.408 7.582 2.204 -0.0002
H 0.928 5.164 2.044 0.0006
H -1.446 4.914 -1.538 0.0007
H -1.916 7.349 -1.368 -0.0001
H 3.016 2.261 -1.305 0.0024
H 5.395 2.306 -0.591 0.0007
H 4.219 3.206 3.412 0.0004
H 1.832 3.178 2.736 0.0014
H 1.444 4.401 -2.304 0.0007
H 1.668 4.097 -4.757 0.0003
H -0.510 0.434 -4.536 0.0000
H -0.746 0.706 -2.072 -0.0003
```


Formula: C39H30MgN8O5
Source: the Open Molecules 2025 dataset
Level of theory: the ωB97M-V functional and the def2-TZVPD basis

Results
HOMO level (spin up / spin down), eV: -1.3293 / -0.2089
Charge: -2
LUMO level (spin up / spin down), eV: 4.07 / 4.07
Multiplicity: 1
Orbital gap (spin up / spin down), eV: 5.40 / 4.28

```
83
Properties=species:S:1:pos:R:3:lowdin_charge:R:1
Mg -0.206 -0.611 -0.391 0.6356
C -4.570 0.014 -0.874 -0.1047
C -5.025 -1.098 -0.138 -0.1115
C -4.179 -1.710 0.735 -0.0361
C -2.846 -1.228 0.911 -0.3504
N -2.388 -0.226 0.113 0.0608
C -3.257 0.375 -0.719 -0.1648
N -2.126 -1.791 1.894 0.1305
C -0.937 -1.332 2.296 -0.3111
N -0.133 -0.363 1.749 0.0850
C 0.933 -0.177 2.581 -0.2758
N 1.847 0.814 2.587 0.1657
C 2.183 1.699 1.690 -0.2589
C 2.777 2.937 2.117 -0.0218
C 3.114 3.925 1.249 -0.1042
C 2.921 3.758 -0.139 -0.0794
C 2.425 2.565 -0.570 -0.0455
N 2.102 1.602 0.316 0.0192
C 0.855 -1.094 3.687 -0.1213
C 1.666 -1.308 4.805 -0.0391
C 1.289 -2.283 5.706 -0.1264
C 0.112 -3.039 5.512 -0.1246
C -0.699 -2.817 4.417 -0.0368
C -0.317 -1.838 3.502 -0.1191
H -5.206 0.548 -1.567 0.0801
H -6.039 -1.464 -0.261 0.0882
H -4.478 -2.558 1.337 0.0946
H -2.836 1.192 -1.293 0.0928
H 2.911 3.034 3.185 0.1002
H 3.535 4.847 1.634 0.0912
H 3.157 4.527 -0.859 0.0908
H 2.264 2.258 -1.592 0.1099
H 2.565 -0.721 4.945 0.0978
H 1.906 -2.477 6.577 0.0787
H -0.153 -3.801 6.237 0.0782
H -1.609 -3.382 4.255 0.0997
O -1.370 -1.643 -2.579 0.0539
C -0.878 -0.614 -3.002 -0.5546
N -0.463 -0.381 -4.298 0.1619
C -0.072 1.002 -4.459 -0.2712
C -0.168 1.481 -2.981 -0.4542
O 0.096 2.635 -2.655 0.0332
N -0.599 0.486 -2.205 0.1206
C 1.373 1.169 -4.911 -0.1485
C 2.247 0.090 -4.904 -0.0109
C 3.579 0.265 -5.260 -0.0777
C 4.048 1.519 -5.619 -0.1092
C 3.180 2.604 -5.608 -0.0924
C 1.852 2.431 -5.253 -0.0343
C -1.063 1.735 -5.356 -0.1328
C -0.932 1.652 -6.740 -0.0350
C -1.875 2.226 -7.581 -0.0966
C -2.964 2.901 -7.046 -0.1128
C -3.099 2.993 -5.668 -0.0824
C -2.156 2.416 -4.828 -0.0023
H -0.827 -0.948 -5.044 0.1534
H 1.891 -0.878 -4.579 0.1131
H 4.250 -0.584 -5.231 0.0989
H 5.089 1.655 -5.886 0.0893
H 3.543 3.593 -5.864 0.0919
H 1.181 3.280 -5.219 0.1197
H -0.074 1.141 -7.160 0.1182
H -1.755 2.149 -8.655 0.0929
H -3.700 3.354 -7.699 0.0899
H -3.941 3.520 -5.238 0.0981
H -2.267 2.505 -3.756 0.1164
O 1.710 0.368 -0.200 -0.2444
O 2.224 0.183 -1.526 -0.2422
O -0.827 2.919 0.109 -0.0682
H -0.508 2.828 -0.806 -0.0081
H -1.006 2.015 0.398 -0.0011
N 0.598 -2.471 -0.410 0.1211
C 1.255 -3.440 -1.012 -0.4191
C 2.302 -3.163 -1.946 -0.0580
C 2.981 -4.191 -2.565 -0.1524
C 2.677 -5.536 -2.338 -0.1798
C 1.658 -5.816 -1.428 -0.1636
C 0.969 -4.817 -0.769 -0.0720
H 2.569 -2.126 -2.111 0.0733
H 3.777 -3.931 -3.259 0.0805
H 3.217 -6.329 -2.839 0.0615
H 1.395 -6.849 -1.214 0.0789
H 0.187 -5.059 -0.060 0.0894
```


Q: Which value of charge does entry 2 give?
A: -2


Q: Among the records above, which one has the highest multiplicity?
A: C39H30CoF5N2O4SSb